(P)
The following is a quantum chemistry calculation of one molecule with the formula C5H8N2OS, from the Open Molecules 2025 dataset.

```
17
C5H8N2OS | the Open Molecules 2025 dataset | ωB97M-V/def2-TZVPD
C 1.5909 1.5013 0.3653
H -0.1237 -1.4775 0.7692
S -2.6174 -0.2764 0.4234
C -0.8753 0.1773 -0.0404
O -1.7582 2.4002 0.0145
H -0.9363 -1.3464 -1.5961
H -1.5054 0.4506 -2.0038
H -3.3784 0.9286 0.4365
H 0.2810 0.0853 -1.9492
H -0.0427 -0.3036 1.9979
C 0.1105 -0.4536 0.8629
H 2.5019 2.0867 0.4291
H 2.3877 -0.3645 1.1192
N -0.8019 1.6204 0.0059
C 1.4661 0.1995 0.7360
C -0.6996 -0.1985 -1.4685
N 0.5663 2.3317 0.0133
```

Properties
HOMO (alpha / beta) (eV): -8.1913 / -8.3974
LUMO (alpha / beta) (eV): -1.13 / -0.48
Frontier orbital gap (alpha / beta) (eV): 7.07 / 7.91
SMILES: C[C@@]1(S)CC=CN=[N+]1[O-]
Molar mass (u): 144.2

***

(Q)
The following is a quantum chemistry calculation of C5H8N2OS as an isolated structure, from the Open Molecules 2025 dataset.

```
17
C5H8N2OS | the Open Molecules 2025 dataset | ωB97M-V/def2-TZVPD
C -2.7762 0.7028 0.3951
C 1.9201 -1.5963 0.2567
H -3.7471 0.2173 0.3878
N 0.7459 0.8498 0.4335
H 2.5674 -2.4461 0.4287
H 1.8298 -0.8914 -1.7481
H -2.8067 1.6325 -0.1627
O -2.1810 -1.7609 -0.3276
C 0.1737 -0.3126 0.9439
C 1.7223 0.7307 -0.3657
C 2.2905 -0.5945 -0.7981
H -0.4238 -0.1431 1.8340
H 2.1831 1.6373 -0.7360
S -1.6278 -0.4216 -0.4922
N 0.9041 -1.4788 1.0080
H 3.3703 -0.5400 -0.9522
H -2.4552 0.8891 1.4128
```

Properties
HOMO (alpha / beta) (eV): -8.0518 / -8.0536
LUMO (alpha / beta) (eV): -0.36 / -0.36
Frontier orbital gap (alpha / beta) (eV): 7.70 / 7.70
Molar mass (u): 144.2

***

Relative energies, eV: (P) 2.590; (Q) 0.000.

***

(P)
The following is a quantum chemistry calculation of C2H3Cl2NO as an isolated structure, from the Open Molecules 2025 dataset.

```
9
C2H3Cl2NO | the Open Molecules 2025 dataset | ωB97M-V/def2-TZVPD
H -0.3900 0.3930 1.6017
Cl -1.7994 -1.6422 0.4584
C -0.1712 -0.5592 -1.3850
C -0.6739 -0.4647 0.0068
O 0.8307 0.0307 -1.6315
H 1.0420 0.4392 0.3904
Cl -1.8233 1.0630 -0.7632
N 0.1610 0.0422 0.8918
H -0.6730 -1.1736 -2.0861
```

Properties
HOMO (eV): -10.2227
LUMO (eV): -0.03
Frontier orbital gap (eV): 10.19
Molar mass (u): 128.0

***

(Q)
The following is a quantum chemistry calculation of one molecule with the formula C2H3Cl2NO, from the Open Molecules 2025 dataset.

```
9
C2H3Cl2NO | the Open Molecules 2025 dataset | ωB97M-V/def2-TZVPD
H -1.3298 0.7693 -0.6010
H 0.2097 1.3041 -0.1792
O 1.3792 -0.5661 -0.8186
H -0.8243 0.8463 1.0608
N 0.0918 -1.6878 0.6522
Cl -1.3658 -1.8294 1.3907
C -0.5130 0.6532 0.0960
C 0.3169 -0.5295 0.0328
Cl 2.0353 1.0399 -1.6339
```

Properties
HOMO (alpha / beta) (eV): -9.5815 / -9.5820
LUMO (alpha / beta) (eV): -2.54 / -2.54
Frontier orbital gap (alpha / beta) (eV): 7.04 / 7.04
SMILES: C/C(=N\Cl)OCl
Molar mass (u): 128.0

***

Relative energies, eV: (P) 0.000; (Q) 3.139.

***

(P)
The following is a quantum chemistry calculation of one molecule with the formula CH4NOPS2, from the Open Molecules 2025 dataset.

```
10
CH4NOPS2 | the Open Molecules 2025 dataset | ωB97M-V/def2-TZVPD
N 1.4692 -0.3952 0.2255
H -0.5755 2.4134 0.4037
P -0.1822 -0.1808 0.4677
C -0.8463 0.0725 -1.2681
O -1.7000 0.8421 -1.5818
H 2.2098 -0.2762 0.8760
H -0.6193 -0.8829 -2.0664
S -0.8717 -1.7907 1.2638
S -0.4955 1.6477 1.4952
H 1.6115 -1.4500 0.1843
```

Properties
HOMO (eV): -9.2303
LUMO (eV): -0.04
Frontier orbital gap (eV): 9.19
SMILES: N[P@@](=S)(S)C=O
Molar mass (u): 141.2

***

(Q)
The following is a quantum chemistry calculation of one molecule with the formula CH4NOPS2, from the Open Molecules 2025 dataset.

```
10
CH4NOPS2 | the Open Molecules 2025 dataset | ωB97M-V/def2-TZVPD
H 2.0049 0.8530 -1.6977
S 1.6449 -0.4259 -1.3762
C -1.4495 -0.0944 -0.6880
O -1.8936 -1.0511 -0.1447
H -2.0940 0.5287 -1.4866
N 0.2660 -0.5720 1.4037
P 0.2745 0.4078 0.0936
H 0.8136 -0.4775 2.1861
H -0.1292 -1.4330 1.3492
S 0.5626 2.2642 0.3605
```

Properties
HOMO (eV): -9.0410
LUMO (eV): 0.17
Frontier orbital gap (eV): 9.21
SMILES: N[P@@](=S)(S)C=O
Molar mass (u): 141.2

***

Relative energies, eV: (P) 0.373; (Q) 0.000.

***

(P)
The following is a quantum chemistry calculation of one molecule with the formula C7H12Si, from the Open Molecules 2025 dataset.

```
20
C7H12Si | the Open Molecules 2025 dataset | ωB97M-V/def2-TZVPD
C -1.5323 1.8482 -0.0550
Si -0.7663 0.0132 -0.1924
H -2.0893 1.8388 0.9368
C -1.8263 -1.0247 -1.3894
H -1.4392 -1.9581 -1.7811
H -0.7823 2.5328 -0.2506
C -0.7245 -0.9061 1.5368
H 2.5920 -0.0201 1.9606
C 2.5580 0.1672 -0.0386
C 3.2655 0.1077 1.0735
H -1.0985 -0.3140 2.3605
H 0.2642 -1.2139 1.7252
H -2.8160 -1.1639 -0.8804
H -2.2208 1.8711 -0.9283
C 1.0398 0.1493 -0.7080
H -1.3234 -1.8370 1.5342
C 2.1817 0.0142 -1.4024
H 2.5115 0.1114 -2.3837
H 4.3090 0.2608 1.0507
H -2.1029 -0.4770 -2.1683
```

Properties
HOMO (eV): -8.2754
LUMO (eV): 0.82
Frontier orbital gap (eV): 9.10
SMILES: C=C1C=C1[Si](C)(C)C
Molar mass (u): 124.3

***

(Q)
The following is a quantum chemistry calculation of one molecule with the formula C7H12Si, from the Open Molecules 2025 dataset.

```
20
C7H12Si | the Open Molecules 2025 dataset | ωB97M-V/def2-TZVPD
H -0.0128 -4.2994 1.4451
C -0.1210 -3.3454 0.8046
H -0.2259 -0.3660 -2.5486
C 1.2606 -1.3871 2.0472
C 1.2892 2.0052 -0.9173
H -2.0910 1.8426 0.3255
C 0.4577 -0.7461 0.8088
H -0.7135 -3.3983 -0.0365
H -1.3207 1.0094 -2.5127
H -0.8409 2.5162 1.2355
Si -0.0152 0.6704 -0.2751
H 1.4992 1.8447 -1.9436
H -1.5307 -0.5943 -1.5714
H -1.4628 0.9612 1.6784
C -1.2040 1.6269 0.8573
H 2.2378 1.7757 -0.4542
C -0.8582 0.1367 -1.8789
H 1.0424 3.1036 -0.8105
H 2.1496 -1.1687 2.6287
C 0.4604 -2.1872 1.1177
```

Properties
HOMO (alpha / beta) (eV): -7.6915 / -7.6909
LUMO (alpha / beta) (eV): -0.33 / -0.33
Frontier orbital gap (alpha / beta) (eV): 7.36 / 7.36
SMILES: C=C1C=C1[Si](C)(C)C
Molar mass (u): 124.3

***

Relative energies, eV: (P) 0.000; (Q) 0.987.

***

(P)
The following is a quantum chemistry calculation of one molecule with the formula C3H3NOS, from the Open Molecules 2025 dataset.

```
9
C3H3NOS | the Open Molecules 2025 dataset | ωB97M-V/def2-TZVPD
C 0.2186 -0.3262 -0.5961
H -1.7465 0.6956 -1.2369
O -0.0733 0.5522 1.5088
C -1.0164 0.5126 -0.4494
H -0.0126 -1.3694 -0.8467
H 0.9218 0.0445 -1.3253
C 0.7662 -0.2251 0.7986
N -1.1730 0.9847 0.7172
S 2.1152 -0.8690 1.4298
```

Properties
HOMO (eV): -9.0159
LUMO (eV): 0.01
Frontier orbital gap (eV): 9.03
SMILES: S=C1CC=NO1
Molar mass (u): 101.1

***

(Q)
The following is a quantum chemistry calculation of C3H3NOS as an isolated structure, from the Open Molecules 2025 dataset.

```
9
C3H3NOS | the Open Molecules 2025 dataset | ωB97M-V/def2-TZVPD
C -0.6266 1.1229 0.0233
C 0.4549 -1.4360 -0.2799
C -1.2897 -0.0043 -0.0969
H -1.2157 2.1679 0.1185
H -2.3471 -0.4386 -0.1279
H 0.0007 -2.3221 0.3513
O 2.8558 -0.2137 -0.0655
S 1.4285 -0.1093 0.2432
N 0.7392 1.2333 -0.1660
```

Properties
HOMO (eV): -9.6898
LUMO (eV): -1.77
Frontier orbital gap (eV): 7.92
Molar mass (u): 101.1

***

Relative energies, eV: (P) 0.000; (Q) 5.668.

***

(P)
The following is a quantum chemistry calculation of one molecule with the formula C3H3NOS, from the Open Molecules 2025 dataset.

```
9
C3H3NOS | the Open Molecules 2025 dataset | ωB97M-V/def2-TZVPD
H -2.6377 1.4155 -0.1839
S 2.0192 -0.0176 0.0532
C -1.8071 0.7971 0.0833
O -0.5862 -1.1936 -0.1302
N -0.3373 1.0277 -0.1834
C 0.3445 -0.1410 -0.0519
H 0.0934 1.9974 0.3438
H -2.7370 -1.2453 0.1899
C -1.8668 -0.5778 0.1561
```

Properties
HOMO (eV): -8.5011
LUMO (eV): 0.55
Frontier orbital gap (eV): 9.05
SMILES: S=c1[nH]cco1
Molar mass (u): 101.1

***

(Q)
The following is a quantum chemistry calculation of one molecule with the formula C3H3NOS, from the Open Molecules 2025 dataset.

```
9
C3H3NOS | the Open Molecules 2025 dataset | ωB97M-V/def2-TZVPD
C -0.2745 0.9081 0.0044
H 2.5879 0.9968 0.0243
C -1.3744 -0.8691 0.0040
C 0.6135 -0.1285 -0.0093
N -1.5576 0.4144 -0.0072
O -0.1092 -1.2794 -0.0079
H -0.1408 1.9299 -0.0237
S 2.3264 -0.3210 -0.0025
H -2.0712 -1.6510 0.0179
```

Properties
HOMO (eV): -8.5390
LUMO (eV): 0.64
Frontier orbital gap (eV): 9.18
SMILES: Sc1cnco1
Molar mass (u): 101.1

***

Relative energies, eV: (P) 1.211; (Q) 0.000.

***

(P)
The following is a quantum chemistry calculation of a 2-piece molecular cluster, CH4NO3 overall, from the Open Molecules 2025 dataset.

```
9
CH4NO3 | the Open Molecules 2025 dataset | ωB97M-V/def2-TZVPD
N 0.1687 -0.7131 0.5350
H 0.9264 1.1577 0.5630
C 1.2695 0.2037 0.3083
O -0.1571 -1.4831 -0.3605
O -1.5359 1.0691 0.2119
H -2.0071 -0.4323 -0.8850
O -2.4155 0.2160 -0.3532
H 1.5492 0.2846 -0.7337
H 2.2018 -0.3026 0.7142
```

Properties
Total charge: -1
HOMO (alpha / beta) (eV): -1.7954 / -1.7262
LUMO (alpha / beta) (eV): 4.40 / 4.39
Frontier orbital gap (alpha / beta) (eV): 6.19 / 6.12
Molar mass (u): 78.0

***

(Q)
The following is a quantum chemistry calculation of a 2-piece molecular cluster, CH4NO3 overall, from the Open Molecules 2025 dataset.

```
9
CH4NO3 | the Open Molecules 2025 dataset | ωB97M-V/def2-TZVPD
O -0.8050 -0.4982 0.2148
H -1.2090 0.2228 -2.4686
H 1.8356 -0.4883 1.7951
O -1.0256 1.1570 -2.6667
O -0.3295 -1.3146 2.2428
H -1.1689 1.5063 -1.7738
C -0.1014 -0.6356 1.2232
H 1.5832 0.0172 0.2462
N 1.2206 0.0333 1.1872
```

Properties
Total charge: -1
HOMO (eV): -4.1225
LUMO (eV): 4.39
Frontier orbital gap (eV): 8.52
Molar mass (u): 78.0

***

Relative energies, eV: (P) 8.011; (Q) 0.000.